Arrangement P

{"formula": "CH2I2O2", "method": "ωB97M-V/def2-TZVPD", "orbital_gap_ha": 0.32415, "elements": ["C", "O", "O", "I", "I", "H", "H"], "positions_angstrom": [[0.67, 2.83, -1.19], [-0.04, 0.16, -0.07], [0.44, 3.49, -0.23], [2.53, 2.20, -1.87], [-0.85, 2.28, -2.64], [-0.87, 0.14, -0.70], [-0.24, -0.17, 0.77]]}

***

Arrangement Q

{"formula": "CH2I2O2", "method": "ωB97M-V/def2-TZVPD", "orbital_gap_ha": 0.32442, "elements": ["C", "O", "O", "I", "I", "H", "H"], "positions_angstrom": [[-0.23, -0.21, -0.09], [1.08, 0.43, 0.45], [-0.80, 0.71, -0.90], [0.65, -1.90, -1.17], [-1.35, -0.78, 1.69], [0.76, 0.49, 1.36], [-0.12, 1.26, -1.35]]}

***

Of them, the most stable is arrangement P and the least stable is arrangement Q.

***

Arrangement P

{"formula": "C2H2ClNO2", "method": "ωB97M-V/def2-TZVPD", "orbital_gap_ha": 0.38630, "elements": ["C", "N", "O", "H", "O", "C", "Cl", "H"], "positions_angstrom": [[0.98, 1.00, 0.02], [0.12, 1.79, -0.05], [-0.94, 2.29, -0.11], [1.89, 0.59, 0.39], [-0.17, -1.41, 1.14], [-0.36, -1.40, -0.05], [-1.89, -0.95, -0.67], [0.38, -1.90, -0.68]]}

***

Arrangement Q

{"formula": "C2H2ClNO2", "method": "ωB97M-V/def2-TZVPD", "orbital_gap_ha": 0.33437, "elements": ["C", "C", "Cl", "N", "O", "O", "H", "H"], "positions_angstrom": [[-0.92, -0.64, -0.52], [-0.18, 0.09, 0.36], [-0.74, 0.40, 1.93], [1.12, 0.55, 0.04], [1.60, 0.39, -1.05], [1.75, 1.10, 1.14], [-1.96, -1.07, -0.37], [-0.66, -0.83, -1.53]]}

***

Arrangement R

{"formula": "C2H2ClNO2", "method": "ωB97M-V/def2-TZVPD", "orbital_gap_ha": [0.32753, 0.32762], "elements": ["C", "C", "N", "O", "O", "Cl", "H", "H"], "positions_angstrom": [[0.58, -1.22, 0.36], [0.43, -0.32, -0.56], [-0.88, 1.32, 0.15], [-1.27, 1.14, 1.25], [-1.05, 2.15, -0.68], [0.94, 0.16, -2.05], [1.22, -2.08, 0.25], [0.03, -1.15, 1.28]]}

***

Of them, the most stable is arrangement P and the least stable is arrangement R.

***

Arrangement P

{"formula": "C22H23N3O4S", "method": "ωB97M-V/def2-TZVPD", "orbital_gap_ha": 0.29664, "elements": ["C", "O", "C", "C", "C", "C", "C", "C", "S", "C", "N", "C", "O", "C", "C", "N", "C", "C", "O", "C", "C", "C", "C", "C", "C", "N", "C", "C", "O", "C", "H", "H", "H", "H", "H", "H", "H", "H", "H", "H", "H", "H", "H", "H", "H", "H", "H", "H", "H", "H", "H", "H", "H"], "positions_angstrom": [[4.29, -4.15, 3.21], [3.84, -2.96, 2.63], [2.56, -2.91, 2.17], [1.65, -3.95, 2.20], [0.37, -3.80, 1.71], [-0.03, -2.60, 1.16], [-1.37, -2.37, 0.63], [-2.47, -3.18, 0.77], [-3.85, -2.48, 0.01], [-2.83, -1.12, -0.45], [-3.37, -0.08, -1.15], [-2.76, 1.07, -1.61], [-3.43, 1.90, -2.18], [-1.29, 1.18, -1.36], [-0.73, 2.49, -1.96], [-1.30, 3.64, -1.28], [-1.41, 3.78, 0.06], [-2.21, 5.00, 0.46], [-0.92, 3.01, 0.86], [0.79, 2.47, -1.96], [1.54, 3.32, -1.17], [2.93, 3.27, -1.21], [3.57, 2.36, -2.03], [2.82, 1.50, -2.82], [1.44, 1.56, -2.79], [-1.61, -1.22, -0.06], [0.88, -1.53, 1.11], [2.16, -1.67, 1.61], [3.10, -0.69, 1.61], [2.75, 0.56, 1.07], [3.70, -4.42, 4.09], [4.27, -4.98, 2.49], [5.32, -3.96, 3.51], [1.94, -4.91, 2.63], [-0.31, -4.64, 1.75], [-2.56, -4.12, 1.26], [-4.36, -0.14, -1.34], [-0.78, 0.31, -1.77], [-1.11, 1.19, -0.28], [-1.07, 2.55, -3.00], [-1.84, 4.26, -1.86], [-2.18, 5.11, 1.54], [-1.79, 5.89, -0.01], [-3.24, 4.89, 0.14], [1.06, 4.04, -0.52], [3.50, 3.94, -0.59], [4.65, 2.32, -2.06], [3.31, 0.79, -3.47], [0.86, 0.90, -3.42], [0.55, -0.60, 0.68], [3.63, 1.19, 1.18], [1.91, 1.02, 1.60], [2.50, 0.49, 0.00]]}

***

Arrangement Q

{"formula": "C22H23N3O4S", "method": "ωB97M-V/def2-TZVPD", "orbital_gap_ha": 0.30229, "elements": ["C", "O", "C", "C", "C", "C", "C", "C", "C", "N", "C", "S", "N", "C", "C", "C", "C", "O", "N", "C", "C", "C", "C", "C", "O", "C", "C", "C", "C", "O", "H", "H", "H", "H", "H", "H", "H", "H", "H", "H", "H", "H", "H", "H", "H", "H", "H", "H", "H", "H", "H", "H", "H"], "positions_angstrom": [[-0.62, -2.28, 3.77], [-1.30, -1.05, 3.87], [-2.67, -1.07, 3.94], [-3.44, -2.21, 3.82], [-4.82, -2.14, 3.91], [-5.44, -0.92, 4.11], [-4.67, 0.22, 4.23], [-3.29, 0.17, 4.15], [-2.48, 1.42, 4.32], [-1.43, 1.54, 3.31], [-0.12, 1.54, 3.70], [0.39, 1.58, 5.26], [0.82, 1.54, 2.72], [0.54, 1.53, 1.37], [1.54, 1.51, 0.41], [1.22, 1.50, -0.93], [2.36, 1.50, -1.91], [3.45, 1.95, -1.61], [2.08, 0.99, -3.12], [3.09, 0.80, -4.13], [3.29, -0.70, -4.41], [4.24, -0.96, -5.58], [3.28, -1.09, -6.76], [2.08, -1.76, -6.10], [2.03, -1.27, -4.77], [-0.12, 1.53, -1.33], [-1.12, 1.56, -0.38], [-0.80, 1.55, 0.98], [-1.86, 1.56, 1.99], [-3.05, 1.60, 1.73], [-0.83, -2.78, 2.82], [0.44, -2.02, 3.81], [-0.86, -2.94, 4.61], [-2.98, -3.17, 3.66], [-5.41, -3.04, 3.81], [-6.52, -0.86, 4.18], [-5.15, 1.18, 4.38], [-3.13, 2.30, 4.24], [-1.98, 1.43, 5.30], [1.78, 1.55, 3.03], [2.59, 1.50, 0.70], [1.23, 0.46, -3.27], [4.01, 1.24, -3.76], [2.78, 1.30, -5.05], [3.62, -1.19, -3.48], [4.78, -1.89, -5.42], [4.96, -0.15, -5.70], [3.01, -0.11, -7.15], [3.69, -1.69, -7.57], [2.21, -2.85, -6.08], [1.13, -1.53, -6.59], [-0.38, 1.57, -2.38], [-2.16, 1.59, -0.65]]}

***

Of them, the most stable is arrangement Q and the least stable is arrangement P.

***

Arrangement P

{"formula": "C3H2Cl2", "method": "ωB97M-V/def2-TZVPD", "orbital_gap_ha": [0.27136, 0.27142], "elements": ["C", "C", "C", "Cl", "Cl", "H", "H"], "positions_angstrom": [[-1.04, 0.30, 0.81], [0.98, -0.40, 0.08], [-0.28, 0.03, -0.53], [-0.93, -0.94, 1.90], [2.15, 0.81, 0.07], [-0.45, -0.81, -1.23], [-0.44, 1.01, -1.10]]}

***

Arrangement Q

{"formula": "C3H2Cl2", "method": "ωB97M-V/def2-TZVPD", "orbital_gap_ha": 0.34531, "elements": ["C", "C", "C", "Cl", "Cl", "H", "H"], "positions_angstrom": [[0.00, 0.44, -0.75], [-1.26, 0.83, -0.48], [-0.60, -0.11, 0.46], [-2.43, 1.94, -0.76], [0.15, 1.42, 2.66], [0.90, 0.45, -1.33], [-0.17, 0.33, 1.67]]}

***

Of them, the most stable is arrangement Q and the least stable is arrangement P.

***

Arrangement P

{"formula": "C10H10N2O2", "method": "ωB97M-V/def2-TZVPD", "orbital_gap_ha": 0.35153, "elements": ["O", "C", "C", "C", "N", "C", "O", "N", "H", "H", "H", "H", "C", "C", "C", "C", "C", "C", "H", "H", "H", "H", "H", "H"], "positions_angstrom": [[1.70, -3.37, 5.13], [2.09, -2.76, 4.17], [3.22, -1.79, 4.07], [3.35, -0.91, 3.10], [2.69, -0.88, 1.94], [1.86, -1.97, 1.66], [1.47, -2.10, 0.50], [1.35, -2.48, 2.86], [3.87, -1.71, 4.96], [4.25, -0.31, 3.10], [2.77, -0.10, 1.15], [0.65, -3.13, 2.43], [-1.77, 1.79, -4.09], [-2.87, 2.55, -3.93], [-3.41, 2.63, -2.74], [-3.05, 1.93, -1.71], [-2.00, 1.00, -1.81], [-1.21, 1.01, -2.93], [-1.74, 1.54, -5.31], [-3.31, 3.01, -4.89], [-4.32, 3.38, -2.62], [-3.52, 2.00, -0.81], [-1.74, 0.33, -0.96], [-0.32, 0.35, -3.26]]}

***

Arrangement Q

{"formula": "C10H10N2O2", "method": "ωB97M-V/def2-TZVPD", "orbital_gap_ha": 0.32165, "elements": ["O", "C", "O", "C", "C", "C", "C", "C", "C", "H", "H", "H", "H", "H", "H", "C", "C", "N", "C", "N", "H", "H", "H", "H"], "positions_angstrom": [[-0.65, 2.17, 0.86], [-1.52, 1.71, 0.13], [-2.41, 2.46, -0.50], [-1.72, 0.26, -0.04], [-1.11, -0.55, 0.92], [-1.26, -1.86, 0.90], [-1.92, -2.44, -0.18], [-2.32, -1.68, -1.25], [-2.28, -0.25, -1.19], [-2.43, 3.39, -0.19], [-0.70, -0.08, 1.76], [-0.80, -2.46, 1.60], [-2.03, -3.45, -0.33], [-2.72, -2.13, -2.05], [-2.83, 0.42, -1.91], [3.93, -0.22, 0.18], [2.72, -0.21, 0.79], [2.12, 0.90, 0.34], [2.93, 1.49, -0.63], [3.98, 0.80, -0.69], [4.65, -1.03, 0.44], [2.45, -0.80, 1.63], [1.23, 1.16, 0.49], [2.70, 2.40, -1.09]]}

***

Arrangement R

{"formula": "C10H10N2O2", "method": "ωB97M-V/def2-TZVPD", "orbital_gap_ha": 0.34633, "elements": ["C", "O", "C", "C", "C", "C", "N", "N", "C", "C", "C", "C", "O", "C", "H", "H", "H", "H", "H", "H", "H", "H", "H", "H"], "positions_angstrom": [[-2.91, 1.41, 1.50], [-2.67, 0.07, 0.89], [-1.43, 0.05, 0.38], [-1.22, 0.14, -0.94], [0.11, -0.04, -1.55], [0.50, 0.24, -2.89], [1.73, 0.22, -3.36], [2.72, -0.21, -2.49], [2.50, -0.30, -1.21], [1.19, -0.27, -0.67], [0.97, -0.41, 0.74], [-0.29, -0.22, 1.29], [-0.60, -0.28, 2.61], [0.45, -0.74, 3.49], [-3.05, 2.20, 0.72], [-2.06, 1.73, 2.28], [-3.85, 1.28, 2.16], [-2.15, 0.43, -1.51], [-0.26, 0.57, -3.56], [3.36, -0.35, -0.46], [1.82, -0.77, 1.37], [0.57, -1.84, 3.25], [-0.04, -0.58, 4.51], [1.45, -0.11, 3.40]]}

***

Arrangement S

{"formula": "C10H10N2O2", "method": "ωB97M-V/def2-TZVPD", "orbital_gap_ha": 0.35217, "elements": ["O", "C", "C", "C", "N", "C", "O", "N", "H", "H", "H", "H", "C", "C", "C", "C", "C", "C", "H", "H", "H", "H", "H", "H"], "positions_angstrom": [[0.58, -5.07, -0.86], [0.97, -3.97, -1.23], [0.31, -2.75, -1.00], [0.81, -1.57, -1.47], [1.83, -1.56, -2.37], [2.68, -2.66, -2.53], [3.63, -2.64, -3.27], [2.23, -3.83, -1.87], [-0.63, -2.91, -0.43], [0.15, -0.74, -1.33], [2.31, -0.68, -2.69], [2.77, -4.70, -2.13], [-2.90, 2.69, 1.78], [-2.24, 2.50, 0.52], [-0.81, 2.50, 0.53], [-0.05, 2.76, 1.74], [-0.68, 2.98, 2.94], [-2.08, 3.19, 2.87], [-3.90, 2.49, 1.87], [-2.83, 2.28, -0.30], [-0.26, 2.26, -0.37], [1.02, 2.65, 1.73], [-0.38, 3.53, 4.04], [-2.56, 3.26, 3.83]]}

***

Of them, the most stable is arrangement Q and the least stable is arrangement R.

***

Arrangement P

{"formula": "C4H6F2", "method": "ωB97M-V/def2-TZVPD", "orbital_gap_ha": [0.34244, 0.26262], "elements": ["C", "C", "C", "C", "F", "F", "H", "H", "H", "H", "H", "H"], "positions_angstrom": [[-0.86, 0.15, -1.26], [2.36, 0.86, 1.15], [1.15, 0.32, 0.81], [-1.68, -0.78, -0.44], [3.14, 1.39, 0.17], [0.46, -0.21, 1.88], [-1.04, 1.20, -1.21], [2.66, 0.76, 2.17], [-0.32, -0.32, -2.04], [-1.18, -1.79, -0.27], [-2.39, -1.16, -1.30], [-2.31, -0.41, 0.35]]}

***

Arrangement Q

{"formula": "C4H6F2", "method": "ωB97M-V/def2-TZVPD", "orbital_gap_ha": 0.39416, "elements": ["C", "C", "C", "F", "C", "F", "H", "H", "H", "H", "H", "H"], "positions_angstrom": [[-1.97, -0.49, -0.01], [-0.45, -0.60, 0.17], [0.40, 0.34, 0.08], [-0.05, 1.54, -0.01], [1.99, 0.47, 0.05], [2.63, -0.78, -0.06], [-2.66, -0.51, 0.96], [-2.36, 0.61, -0.63], [-2.14, -1.17, -0.97], [-0.03, -1.52, 0.18], [2.23, 0.98, 0.95], [2.42, 1.13, -0.72]]}

***

Of them, the most stable is arrangement Q and the least stable is arrangement P.

***

Arrangement P

{"formula": "C2H2Cl2O2S", "method": "ωB97M-V/def2-TZVPD", "orbital_gap_ha": 0.37445, "elements": ["C", "C", "O", "O", "S", "Cl", "Cl", "H", "H"], "positions_angstrom": [[-1.90, -0.35, -0.28], [-2.25, 0.77, -0.02], [1.79, 1.57, -0.57], [1.79, -0.66, 0.37], [2.42, 0.95, 0.54], [-3.02, 2.12, 0.23], [4.35, 0.50, 0.12], [-1.37, -1.23, -0.21], [1.60, -1.17, 1.19]]}

***

Arrangement Q

{"formula": "C2H2Cl2O2S", "method": "ωB97M-V/def2-TZVPD", "orbital_gap_ha": [0.27762, 0.27899], "elements": ["C", "C", "O", "O", "S", "Cl", "Cl", "H", "H"], "positions_angstrom": [[0.69, 0.68, -0.39], [0.19, -0.75, -0.31], [4.76, -0.33, -0.50], [0.44, 1.31, 0.69], [3.85, 0.28, 0.50], [-0.96, -1.13, 0.96], [1.64, -1.75, 0.07], [-0.30, -0.83, -1.20], [-0.13, 0.76, 1.31]]}

***

Of them, the most stable is arrangement P and the least stable is arrangement Q.

***

Arrangement P

{"formula": "C5H15NP", "method": "ωB97M-V/def2-TZVPD", "total_charge": 1, "orbital_gap_ha": 0.38037, "elements": ["C", "C", "C", "N", "C", "C", "P", "H", "H", "H", "H", "H", "H", "H", "H", "H", "H", "H", "H", "H", "H", "H"], "positions_angstrom": [[-0.96, 0.31, -2.20], [0.30, -0.31, -1.59], [0.21, -0.87, -0.14], [1.57, -1.21, 0.48], [-0.54, 0.07, 0.88], [-0.10, 1.55, 0.71], [-0.40, -0.59, 2.62], [-1.40, 1.07, -1.53], [-0.67, 0.75, -3.23], [-1.79, -0.40, -2.44], [0.48, -1.13, -2.30], [1.18, 0.37, -1.51], [-0.30, -1.76, -0.33], [2.09, -2.06, 0.01], [1.38, -1.53, 1.54], [2.21, -0.51, 0.59], [-1.56, -0.12, 0.45], [-1.07, 2.12, 0.75], [0.59, 2.09, 1.42], [0.28, 1.74, -0.33], [-1.62, -0.25, 3.01], [0.13, 0.66, 3.13]]}

***

Arrangement Q

{"formula": "C5H15NP", "method": "ωB97M-V/def2-TZVPD", "total_charge": 1, "orbital_gap_ha": 0.31239, "elements": ["C", "C", "C", "C", "C", "N", "P", "H", "H", "H", "H", "H", "H", "H", "H", "H", "H", "H", "H", "H", "H", "H"], "positions_angstrom": [[2.57, 1.29, 0.46], [-2.42, 0.87, 0.44], [-0.91, -1.54, -1.52], [2.49, -0.06, -0.15], [-1.01, 0.98, 0.05], [-0.41, -1.61, 1.07], [-0.11, -0.60, -0.23], [3.57, 1.58, 0.55], [2.16, 2.01, -0.20], [2.13, 1.29, 1.40], [-2.64, 1.86, 1.04], [-3.03, 0.96, -0.47], [-2.64, 0.03, 1.13], [-0.22, -2.32, -1.93], [-1.08, -0.94, -2.45], [-1.81, -1.90, -1.06], [2.42, -0.91, 0.52], [2.71, -0.04, -1.29], [-0.37, 1.60, 0.86], [-0.93, 1.53, -0.95], [-0.54, -2.69, 0.84], [0.06, -1.38, 1.90]]}

***

Of them, the most stable is arrangement P and the least stable is arrangement Q.